1.
Molecular formula: C3H5N3O
Method: DFT, wB97M-V/def2-TZVPD

Each line ends with the natural charge from an NBO analysis.
Atoms and positions in Å:
N -1.881 -0.645 0.962  -0.810
C -0.688 -0.249 0.366  0.518
N 0.418 -0.960 0.340  -0.556
C 1.328 -0.159 -0.302  0.402
O 2.596 -0.564 -0.539  -0.668
C 0.795 1.038 -0.661  -0.229
N -0.530 0.959 -0.224  -0.543
H -2.102 -1.616 0.788  0.394
H -2.668 -0.051 0.744  0.372
H 2.757 -1.327 0.030  0.488
H 1.203 1.899 -1.163  0.221
H -1.227 1.674 -0.339  0.410

The molar mass comes out at 99.09 g mol⁻¹. Its total energy is -356.8366 hartree. The value obtained for the HOMO energy is -7.626 eV. Its SMILES is Nc1nc(O)c[nH]1.

---

2.
Molecular formula: C7H12N3O
Method: DFT, wB97M-V/def2-TZVPD

Each line ends with the natural charge from an NBO analysis.
Atoms and positions in Å:
C -4.037 -0.567 0.300  0.156
C -1.962 -0.472 -0.227  0.278
C 1.507 1.383 0.399  -0.428
C 1.632 1.583 -1.086  -0.253
C 0.616 -0.495 -0.800  0.324
C 1.077 -0.152 0.672  -0.257
C 2.038 -1.201 1.173  -0.623
N -2.991 0.284 0.085  -0.598
N -3.685 -1.809 0.127  -0.102
N 0.873 0.464 -1.606  -0.466
O -2.312 -1.729 -0.236  -0.304
H -4.984 -0.318 0.647  0.242
H 2.453 1.562 1.003  0.251
H 0.700 1.938 0.841  0.231
H 0.955 2.370 -1.264  0.226
H 2.730 1.716 -1.527  0.253
H 0.422 -1.418 -1.288  0.234
H 0.204 -0.289 1.399  0.263
H 1.523 -2.107 1.526  0.234
H 2.624 -0.803 1.949  0.236
H 2.657 -1.630 0.459  0.215
H -2.837 1.292 0.080  0.455
H 0.799 0.395 -2.624  0.433

The molar mass comes out at 154.19 g mol⁻¹. Its total energy is -513.0643 hartree. As for the net charge: +1. The value obtained for the HOMO energy is -13.200 eV.

---

3.
Molecular formula: C3H7OS2
Method: DFT, wB97M-V/def2-TZVPD

Each line ends with the natural charge from an NBO analysis.
Atoms and positions in Å:
O -1.252 1.821 0.454  -0.942
C -0.727 1.117 1.461  0.008
C 0.390 0.145 0.953  -0.475
C -0.029 -0.438 -0.371  -0.436
S 1.384 -1.348 -1.256  -0.003
S 0.371 -1.873 -2.994  -0.188
H -1.415 0.439 2.074  0.043
H -0.358 1.771 2.294  0.081
H 0.667 -0.626 1.681  0.172
H 1.301 0.739 0.817  0.182
H -0.328 0.318 -1.083  0.250
H -0.736 -1.257 -0.288  0.193
H 0.732 -0.809 -3.741  0.116

The molar mass comes out at 123.22 g mol⁻¹. Its total energy is -990.1070 hartree. As for the net charge: -1. The value obtained for the HOMO energy is -2.561 eV. Its SMILES is [O-]CCCSS.

---

4.
Molecular formula: C9H14O2
Method: DFT, wB97M-V/def2-TZVPD

Each line ends with the natural charge from an NBO analysis.
Atoms and positions in Å:
C -2.595 -1.078 1.244  -0.647
C -1.367 -1.222 0.392  0.031
C -1.383 -1.036 -0.982  -0.213
C -0.224 -0.991 -1.743  -0.268
C 0.968 -1.257 -1.081  0.292
O 2.107 -1.191 -1.862  -0.691
C 1.028 -1.448 0.282  -0.311
C -0.154 -1.462 1.022  -0.200
H -2.739 -1.946 1.895  0.217
H -3.527 -0.902 0.734  0.217
H -2.465 -0.242 1.934  0.219
H -2.365 -0.882 -1.426  0.212
H -0.147 -0.641 -2.761  0.234
H 2.783 -1.800 -1.541  0.482
H 1.985 -1.510 0.794  0.215
H -0.052 -1.609 2.084  0.214
C 0.920 2.198 -0.792  -0.654
C 0.608 2.385 0.661  -0.066
O 1.583 1.795 1.569  -0.735
H 1.968 2.323 -1.056  0.219
H 0.404 2.972 -1.353  0.214
H 0.585 1.253 -1.205  0.215
H 0.640 3.431 0.949  0.177
H -0.339 1.950 1.000  0.166
H 1.779 0.911 1.244  0.459

The molar mass comes out at 154.21 g mol⁻¹. Its total energy is -501.7943 hartree. The value obtained for the HOMO energy is -8.692 eV. Its SMILES is Cc1ccc(O)cc1.CCO.

---

> Look up the molar mass of the second one.

154.19 g mol⁻¹

---

> Which of these has the highest molar mass?

C9H14O2

---

> Look up the molar mass of the fourth one.

154.21 g mol⁻¹